ORCA calculation (ωB97M-V with the def2-TZVPD basis set) on a cluster of 6 separate species, C4H23N2O5S in total.

Results
Charge: +1
ΔE to the lowest compared entry with this formula, charge and spin: 113.7 kJ/mol
Calculated total energy: -28567.676 eV
2S+1: 1
Molecular weight: 211.30 g/mol
HOMO energy: -11.49 eV

```
35
C4H23N2O5S, DFT ωB97M-V with the def2-TZVPD basis set
C 1.173 -1.157 1.163
N -0.244 -0.880 0.833
C -1.080 -2.081 0.894
C -1.328 -2.824 2.250
S 0.012 -3.893 2.835
C 1.836 0.176 1.489
N 1.474 1.127 0.398
H 1.580 -1.768 0.350
H 1.231 -1.819 2.026
H -0.591 -0.145 1.441
H -0.733 -2.800 0.155
H -2.092 -1.717 0.717
H -1.564 -2.057 2.981
H -2.136 -3.518 2.038
H 0.490 -4.428 1.712
H 2.918 0.140 1.516
H 1.475 0.412 2.488
H 2.193 1.063 -0.344
H 1.143 2.092 0.392
H 0.648 0.721 -0.072
H 3.813 0.156 -1.605
H 3.774 1.564 -2.405
O 3.375 0.994 -1.746
H 1.164 3.762 -1.435
H 0.169 3.472 -2.511
O 0.997 3.198 -2.195
H -1.710 -0.048 -4.402
H -1.423 0.067 -2.902
O -2.098 0.202 -3.564
H -1.499 2.076 -0.564
H -1.019 2.758 0.767
O -0.742 2.454 -0.095
H -3.475 0.800 -1.606
H -4.308 0.884 -0.330
O -3.421 1.017 -0.666
```